[1]
This record from the Open Molecules 2025 dataset describes a cluster of 2 separate species, C5H10N in total. The level of theory is the ωB97M-V functional and the def2-TZVPD basis.

Each atom is followed by the atoms it is bonded to, with distances in Å.
Atoms and positions in Å:
1 C 2.4295 -0.3798 -0.3310  C2 1.294, H7 1.082, H8 1.077
2 C 1.6084 0.0506 0.5716  C1 1.294, H9 1.067
3 C -0.8673 -0.8696 -0.8471  C4 1.461, N6 1.474, H10 1.084, H11 1.082
4 C -0.3998 0.1997 0.0325  C3 1.461, C5 1.482, N6 1.474
5 C -0.9478 1.5742 0.1088  C4 1.482, H12 1.088, H13 1.088, H14 1.092
6 N -1.1686 -0.9254 0.5947  C3 1.474, C4 1.474, H15 1.021, H16 1.019
7 H 3.4810 -0.4745 -0.0951  C1 1.082
8 H 2.1475 -0.6514 -1.3343  C1 1.077
9 H 1.6912 0.3892 1.5800  C2 1.067
10 H -1.7210 -0.6995 -1.4933  C3 1.084
11 H -0.1829 -1.6229 -1.2131  C3 1.082
12 H -0.2719 2.2661 -0.3882  C5 1.088
13 H -1.0514 1.8931 1.1437  C5 1.088
14 H -1.9202 1.6411 -0.3831  C5 1.092
15 H -2.1326 -0.7661 0.8902  N6 1.021
16 H -0.6941 -1.6247 1.1638  N6 1.019

Its LUMO energy is -0.117 Ha. For the HOMO energy, the calculation gives -0.538 Eh. Its molecular weight is 84.142 g mol⁻¹. Its total charge is +1. As for the spin multiplicity: 1.

Quick look at the Mulliken charges, all values in e: C -0.559; C -0.171; C -0.496; C 0.541; C -1.334; N -0.192; H 0.288; H 0.253; H 0.396; H 0.303; H 0.294; H 0.349; H 0.344; H 0.370; H 0.294; H 0.320



[2]
This record from the Open Molecules 2025 dataset describes the ion C5H10N with charge +1. The level of theory is the ωB97M-V functional and the def2-TZVPD basis.

Each atom is followed by the atoms it is bonded to, with distances in Å.
Atoms and positions in Å:
1 C -0.3440 1.4439 -0.7433  C2 1.582, C4 1.470, H7 0.988, H8 1.009
2 C 0.8044 0.9380 -1.7060  C1 1.582, C4 1.694, H9 1.071, H10 1.010
3 C 1.1549 -0.0178 1.0422  C4 1.453, N6 1.509, H11 1.112, H12 1.142
4 C 0.4315 0.3358 -0.1676  C1 1.470, C2 1.694, C3 1.453, N6 1.443
5 C -1.3064 -1.2503 0.7973  N6 1.468, H13 1.040, H14 1.096, H15 1.141
6 N 0.0837 -0.9119 0.4679  C3 1.509, C4 1.443, C5 1.468, H16 0.970
7 H -0.3463 2.2979 -0.2457  C1 0.988
8 H -1.2126 1.1907 -1.1903  C1 1.009
9 H 0.6919 0.1899 -2.4640  C2 1.071
10 H 1.6125 1.5285 -1.5672  C2 1.010
11 H 2.1773 -0.4513 1.0921  C3 1.112
12 H 0.8903 0.4550 2.0473  C3 1.142
13 H -1.7623 -0.3160 0.8368  C5 1.040
14 H -1.8692 -1.8629 0.0833  C5 1.096
15 H -1.4394 -1.8926 1.7315  C5 1.141
16 H 0.4336 -1.6769 -0.0144  N6 0.970

Its LUMO energy is -0.110 Ha. For the HOMO energy, the calculation gives -0.541 Eh. As for the structure (SMILES): C[N@@H+]1CC12CC2. Its molecular weight is 84.142 g mol⁻¹. Its total charge is +1. As for the spin multiplicity: 1.

Quick look at the Mulliken charges, all values in e: C -0.759; C -0.601; C -0.269; C 0.265; C -0.850; N 0.064; H 0.290; H 0.381; H 0.303; H 0.346; H 0.268; H 0.246; H 0.390; H 0.319; H 0.314; H 0.293



[3]
This record from the Open Molecules 2025 dataset describes a cluster of 2 separate species, C5H10N in total. The level of theory is the ωB97M-V functional and the def2-TZVPD basis.

Each atom is followed by the atoms it is bonded to, with distances in Å.
Atoms and positions in Å:
1 C -3.9509 -0.2537 0.2580  C2 1.243, H7 1.149, H8 1.206
2 C -2.7449 -0.5295 0.1364  C1 1.243, H9 1.110
3 C 1.2310 1.1125 0.7131  C4 1.558, C5 1.475, H10 1.167, H11 1.081
4 C 1.1906 0.9722 -0.8378  C3 1.558, C5 1.519, H12 1.063, H13 1.009
5 C 0.7558 -0.1412 0.0995  C3 1.475, C4 1.519, N6 1.526
6 N 1.7267 -1.3157 0.0234  C5 1.526, H14 1.053, H15 1.000, H16 1.113
7 H -4.4468 0.3041 1.1317  C1 1.149
8 H -4.7819 -0.3855 -0.6057  C1 1.206
9 H -1.6819 -0.8493 0.1314  C2 1.110
10 H 2.2730 0.9232 1.2044  C3 1.167
11 H 0.5935 1.9437 0.9790  C3 1.081
12 H 0.5356 1.6822 -1.2816  C4 1.063
13 H 1.9885 0.7794 -1.4243  C4 1.009
14 H 1.6036 -1.7711 -0.9185  N6 1.053
15 H 1.5891 -2.0046 0.7354  N6 1.000
16 H 2.8052 -1.0471 -0.0248  N6 1.113

Its LUMO energy (alpha / beta) is -0.144 / -0.227 Ha. For the HOMO energy (alpha / beta), the calculation gives -0.491 / -0.386 Eh. Its molecular weight is 84.142 g mol⁻¹. Its total charge is +1. As for the spin multiplicity: 1.

Quick look at the Mulliken charges, all values in e: C -0.461; C -0.069; C -0.420; C -0.662; C 0.127; N -0.386; H 0.221; H 0.204; H 0.218; H 0.210; H 0.298; H 0.261; H 0.303; H 0.402; H 0.345; H 0.408



[4]
This record from the Open Molecules 2025 dataset describes the ion C5H10N with charge +1. The level of theory is the ωB97M-V functional and the def2-TZVPD basis.

Each atom is followed by the atoms it is bonded to, with distances in Å.
Atoms and positions in Å:
1 C -0.0662 1.8906 0.5820  C2 1.491, C3 1.633, H7 1.078, H8 1.079
2 C -0.5883 1.0061 -0.4985  C1 1.491, C3 1.515, C4 1.491, H9 1.070
3 C 0.9032 0.8820 -0.2603  C1 1.633, C2 1.515, C4 1.476, H10 1.064
4 C 0.0297 -0.3022 -0.1406  C2 1.491, C3 1.476, C5 1.505, N6 1.522
5 C 0.0831 -1.4185 -1.1489  C4 1.505, H11 1.088, H12 1.087, H13 1.088
6 N -0.2180 -0.8879 1.2424  C4 1.522, H14 1.028, H15 1.029, H16 1.027
7 H 0.0501 2.9346 0.3410  C1 1.078
8 H -0.2514 1.7036 1.6282  C1 1.079
9 H -1.1891 1.2504 -1.3497  C2 1.070
10 H 1.7775 1.1071 -0.8238  C3 1.064
11 H 0.8828 -2.1229 -0.9299  C5 1.088
12 H 0.2661 -1.0032 -2.1363  C5 1.087
13 H -0.8608 -1.9589 -1.1887  C5 1.088
14 H -1.1026 -1.4115 1.2511  N6 1.028
15 H -0.2617 -0.1391 1.9472  N6 1.029
16 H 0.5456 -1.5303 1.4849  N6 1.027

Its LUMO energy is -0.129 Ha. For the HOMO energy, the calculation gives -0.539 Eh. As for the structure (SMILES): C[C@@]1([NH3+])[C@@H]2C[C@@H]21. Its molecular weight is 84.142 g mol⁻¹. Its total charge is +1. As for the spin multiplicity: 1.

Quick look at the Mulliken charges, all values in e: C -0.757; C -0.139; C -0.294; C 0.504; C -1.544; N -0.163; H 0.287; H 0.136; H 0.364; H 0.334; H 0.412; H 0.379; H 0.407; H 0.382; H 0.306; H 0.387